{"formula": "C4H13N3S", "method": "wB97M-V/def2-TZVPD", "elements": ["C", "C", "S", "N", "H", "H", "H", "H", "H", "H", "H", "C", "C", "N", "N", "H", "H", "H", "H", "H", "H"], "positions_angstrom": [[1.582, -1.689, 0.286], [1.076, -0.683, -0.792], [2.130, -0.883, -2.263], [0.695, -1.591, 1.451], [1.647, -2.698, -0.100], [2.633, -1.464, 0.599], [0.041, -0.906, -1.097], [1.167, 0.314, -0.316], [1.375, -0.019, -2.999], [-0.050, -2.273, 1.282], [1.151, -1.875, 2.348], [-1.328, 1.328, 1.023], [-2.655, 1.633, 0.821], [-3.167, 2.220, -0.387], [-0.700, 0.859, 2.225], [-0.629, 1.424, 0.206], [-3.403, 1.693, 1.617], [-3.097, 3.248, -0.396], [-4.142, 1.964, -0.525], [0.310, 0.893, 2.064], [-0.928, -0.123, 2.482]], "nbo_charge": [-0.230, -0.517, -0.055, -0.856, 0.179, 0.193, 0.221, 0.209, 0.133, 0.358, 0.367, -0.030, -0.099, -0.860, -0.834, 0.170, 0.172, 0.366, 0.360, 0.367, 0.385], "e_tot_ha": -722.5961, "max_force_ev_per_a": 2.1, "smiles": "N/C=C/N.NCCS", "e_homo_ha": -0.2882, "lumo_energy_ev": 0.84}

=====

{"formula": "C30H38Cl5N2PSTc", "method": "wB97M-V/def2-TZVPD", "elements": ["Tc", "Cl", "C", "C", "C", "Cl", "C", "Cl", "C", "Cl", "C", "Cl", "C", "C", "C", "C", "P", "N", "C", "C", "C", "C", "C", "C", "C", "C", "H", "H", "H", "H", "H", "H", "H", "H", "H", "H", "H", "H", "H", "H", "H", "H", "H", "H", "H", "H", "H", "H", "H", "H", "H", "H", "H", "N", "S", "C", "C", "C", "C", "C", "C", "C", "C", "C", "C", "C", "C", "H", "H", "H", "H", "H", "H", "H", "H", "H", "H", "H"], "positions_angstrom": [[0.190, -1.418, -1.387], [0.487, -3.793, -1.940], [1.973, -3.103, -2.551], [1.983, -1.731, -2.353], [3.111, -1.035, -2.757], [3.190, 0.658, -2.509], [4.178, -1.714, -3.357], [5.561, -0.854, -3.871], [4.119, -3.105, -3.539], [5.423, -3.936, -4.250], [2.988, -3.829, -3.128], [2.869, -5.522, -3.326], [0.197, 3.263, -2.608], [-0.253, 3.107, -1.152], [0.998, 2.851, -0.297], [-0.978, 4.373, -0.696], [-1.378, 1.579, -1.057], [-0.413, 0.289, -1.140], [-2.280, 1.456, 0.619], [-3.460, 2.429, 0.672], [-1.260, 1.808, 1.709], [-2.764, 0.021, 0.874], [-2.571, 1.425, -2.545], [-3.515, 0.255, -2.255], [-3.365, 2.713, -2.756], [-1.775, 1.085, -3.818], [0.944, 4.057, -2.655], [-0.620, 3.559, -3.263], [0.663, 2.350, -2.982], [1.765, 3.567, -0.593], [1.393, 1.851, -0.468], [0.813, 2.992, 0.765], [-0.316, 5.227, -0.849], [-1.232, 4.350, 0.362], [-1.886, 4.559, -1.271], [-3.167, 3.441, 0.400], [-3.851, 2.455, 1.691], [-4.273, 2.118, 0.016], [-0.999, 2.864, 1.704], [-0.343, 1.224, 1.614], [-1.702, 1.591, 2.683], [-3.686, -0.203, 0.347], [-2.969, -0.092, 1.940], [-2.013, -0.721, 0.606], [-4.251, 0.494, -1.491], [-2.961, -0.638, -1.957], [-4.067, 0.012, -3.164], [-4.042, 2.922, -1.929], [-3.969, 2.613, -3.660], [-2.714, 3.575, -2.896], [-0.985, 0.358, -3.627], [-1.333, 1.961, -4.281], [-2.458, 0.645, -4.546], [0.677, -1.568, 0.543], [1.315, -2.812, 1.424], [0.106, -2.938, 2.749], [0.066, -2.038, 3.804], [-0.975, -2.133, 4.715], [-1.955, -3.106, 4.562], [-1.907, -3.990, 3.493], [-0.867, -3.915, 2.580], [2.737, -2.066, 2.229], [3.339, -0.959, 1.648], [4.456, -0.411, 2.263], [4.963, -0.978, 3.424], [4.362, -2.103, 3.975], [3.245, -2.662, 3.376], [0.596, -0.735, 1.113], [0.831, -1.283, 3.927], [-1.012, -1.452, 5.555], [-2.758, -3.174, 5.284], [-2.668, -4.750, 3.378], [-0.808, -4.611, 1.752], [2.953, -0.534, 0.730], [4.933, 0.454, 1.824], [5.836, -0.549, 3.896], [4.764, -2.552, 4.873], [2.775, -3.538, 3.805]], "lowdin_spin": [2.179, 0.051, 0.043, -0.024, 0.023, 0.008, -0.010, -0.007, 0.039, 0.017, -0.003, -0.007, 0.001, 0.013, 0.003, 0.002, 0.077, 0.382, 0.014, 0.002, 0.003, 0.006, 0.020, 0.005, 0.004, 0.003, 0.000, 0.000, 0.001, 0.000, 0.001, 0.000, 0.001, 0.000, 0.000, 0.000, 0.001, 0.000, 0.000, 0.002, 0.000, 0.000, 0.000, 0.005, 0.000, 0.006, 0.000, 0.000, 0.001, 0.000, 0.002, 0.000, 0.000, 0.094, 0.019, 0.005, 0.002, 0.000, 0.001, 0.000, 0.002, 0.005, 0.001, 0.000, 0.000, 0.000, 0.001, 0.004, 0.000, 0.000, 0.000, 0.000, 0.000, 0.000, 0.000, 0.000, 0.000, 0.000], "e_tot_ha": -4396.1682, "max_force_ev_per_a": 2.6, "multiplicity": 4, "e_homo_ha": [-0.5122, -0.5258], "lumo_energy_ev": [-6.71, -7.18], "charge": 2}

=====

{"formula": "C25H72F6N12O16SY", "method": "wB97M-V/def2-TZVPD", "elements": ["Y", "C", "F", "F", "F", "S", "O", "O", "O", "C", "O", "O", "C", "F", "F", "F", "C", "C", "H", "H", "H", "H", "H", "H", "C", "C", "C", "O", "C", "N", "H", "H", "H", "H", "H", "H", "H", "H", "H", "H", "H", "C", "C", "C", "O", "C", "N", "H", "H", "H", "H", "H", "H", "H", "H", "H", "H", "H", "C", "C", "C", "O", "C", "N", "H", "H", "H", "H", "H", "H", "H", "H", "H", "H", "H", "C", "C", "C", "O", "C", "N", "H", "H", "H", "H", "H", "H", "H", "H", "H", "H", "H", "O", "H", "H", "O", "H", "H", "O", "H", "H", "C", "O", "N", "N", "H", "H", "H", "H", "C", "O", "N", "N", "H", "H", "H", "H", "C", "O", "N", "N", "H", "H", "H", "H", "C", "O", "N", "N", "H", "H", "H", "H"], "positions_angstrom": [[-0.282, -1.513, 4.440], [-0.251, 3.184, 4.359], [1.045, 3.026, 4.666], [-0.670, 4.461, 4.763], [-0.413, 3.054, 3.069], [-1.315, 1.969, 5.295], [-0.934, 0.636, 4.822], [-0.972, 2.206, 6.672], [-2.730, 2.294, 4.965], [0.214, 0.357, 1.601], [-1.145, -0.061, 1.823], [0.909, -0.293, 2.647], [0.786, 0.253, 0.166], [0.158, 1.002, -0.772], [2.123, 0.451, 0.106], [0.725, -1.004, -0.208], [-2.033, 0.339, 0.797], [-3.332, -0.347, 1.339], [-3.120, -1.377, 1.628], [-3.663, 0.159, 2.246], [-4.159, -0.353, 0.629], [-1.770, -0.056, -0.185], [-2.339, 1.384, 0.845], [0.234, 1.437, 1.743], [-2.796, -6.881, -0.061], [-2.328, -6.218, -1.373], [-1.937, -4.730, -1.307], [-2.898, -3.972, -1.941], [-2.514, -2.621, -1.879], [-1.196, -7.068, -1.772], [-2.139, -6.671, 0.783], [-3.054, -7.937, -0.142], [-3.810, -6.598, 0.221], [-3.058, -6.299, -2.178], [-1.013, -4.652, -1.879], [-1.696, -4.315, -0.328], [-1.595, -2.319, -2.381], [-2.565, -2.193, -0.878], [-3.346, -2.149, -2.401], [-0.681, -6.511, -2.439], [-0.524, -7.235, -1.037], [4.197, 2.125, -5.424], [3.438, 0.870, -5.901], [1.950, 1.065, -6.045], [1.317, 1.148, -4.773], [1.038, -0.139, -4.191], [4.107, 0.464, -7.132], [4.027, 2.995, -6.058], [5.246, 1.876, -5.258], [3.793, 2.398, -4.449], [3.641, 0.006, -5.269], [1.448, 0.335, -6.680], [1.714, 1.979, -6.590], [0.745, 0.090, -3.166], [1.929, -0.716, -3.946], [0.319, -0.812, -4.657], [5.029, 0.077, -6.993], [3.553, -0.277, -7.540], [2.680, 3.078, -2.217], [1.905, 4.106, -1.431], [2.427, 4.432, 0.014], [1.388, 5.052, 0.708], [1.804, 5.350, 2.067], [1.782, 5.256, -2.299], [2.532, 2.157, -1.653], [3.746, 3.296, -2.142], [2.282, 2.981, -3.227], [0.858, 3.828, -1.312], [3.392, 4.939, 0.012], [2.615, 3.457, 0.462], [2.302, 6.319, 2.079], [2.295, 4.586, 2.670], [0.858, 5.504, 2.585], [1.008, 5.853, -2.046], [1.417, 4.874, -3.161], [7.583, 1.945, -1.691], [6.598, 0.703, -1.768], [5.465, 0.897, -0.768], [5.890, 1.390, 0.560], [4.809, 1.669, 1.401], [6.178, 0.532, -3.188], [8.352, 1.988, -0.918], [6.996, 2.841, -1.490], [8.064, 2.104, -2.656], [7.187, -0.170, -1.486], [4.836, 0.032, -0.561], [4.786, 1.592, -1.262], [4.353, 0.729, 1.712], [4.011, 2.302, 1.013], [5.227, 2.101, 2.310], [6.942, 0.473, -3.845], [5.685, 1.311, -3.599], [-2.663, -1.855, 4.334], [-3.041, -2.645, 4.721], [-3.294, -1.590, 3.664], [-1.879, 2.005, -2.999], [-2.403, 1.479, -3.602], [-0.989, 1.958, -3.350], [-0.855, -2.952, 2.704], [-1.773, -3.207, 2.613], [-0.377, -3.577, 2.158], [-5.759, -0.103, 4.375], [-6.108, -1.192, 4.754], [-6.295, 0.625, 3.384], [-4.749, 0.505, 4.921], [-5.966, 1.551, 3.150], [-7.109, 0.269, 2.903], [-4.264, 0.065, 5.690], [-4.314, 1.368, 4.627], [1.350, -4.417, 0.065], [0.805, -4.223, 1.146], [1.644, -5.586, -0.287], [1.780, -3.532, -0.820], [2.193, -5.788, -1.110], [1.730, -6.340, 0.380], [2.009, -3.873, -1.743], [1.715, -2.544, -0.624], [-5.092, 4.160, 3.607], [-5.916, 4.961, 3.258], [-5.131, 3.629, 4.750], [-4.168, 3.719, 2.882], [-5.961, 3.693, 5.322], [-4.303, 3.080, 4.931], [-3.517, 3.004, 3.173], [-4.137, 4.019, 1.918], [-4.396, -3.884, 1.761], [-3.345, -3.969, 2.340], [-5.567, -3.787, 2.359], [-4.531, -3.833, 0.408], [-6.267, -3.328, 1.794], [-5.525, -3.906, 3.361], [-5.463, -3.874, 0.020], [-3.729, -3.920, -0.200]], "lowdin_spin": [0.785, 0.001, 0.000, 0.000, 0.000, 0.017, 0.038, 0.004, 0.000, 0.001, 0.009, 0.028, 0.000, 0.000, 0.000, 0.000, 0.001, 0.001, 0.000, 0.000, 0.000, 0.000, 0.000, 0.000, 0.000, 0.000, 0.000, 0.000, 0.000, 0.000, 0.000, 0.000, 0.000, 0.000, 0.000, 0.000, 0.000, 0.000, 0.000, 0.000, 0.000, 0.000, 0.000, 0.000, 0.000, 0.000, 0.000, 0.000, 0.000, 0.000, 0.000, 0.000, 0.000, 0.000, 0.000, 0.000, 0.000, 0.000, 0.000, 0.000, 0.000, 0.000, 0.000, 0.000, 0.000, 0.000, 0.000, 0.000, 0.000, 0.000, 0.000, 0.000, 0.000, 0.000, 0.000, 0.000, 0.000, 0.000, 0.000, 0.000, 0.000, 0.000, 0.000, 0.000, 0.000, 0.000, 0.000, 0.000, 0.000, 0.000, 0.000, 0.000, 0.046, 0.009, 0.001, 0.000, 0.000, 0.000, 0.042, 0.001, 0.002, 0.000, 0.001, 0.000, 0.000, 0.000, 0.000, 0.000, 0.000, 0.000, 0.004, 0.000, 0.000, 0.000, 0.000, 0.000, 0.000, 0.000, 0.000, 0.000, 0.000, 0.000, 0.000, 0.000, 0.000, 0.000, 0.003, 0.000, 0.000, 0.000, 0.000, 0.000, 0.000], "e_tot_ha": -3892.3705, "max_force_ev_per_a": 8.4, "multiplicity": 2, "e_homo_ha": [-0.2087, -0.3296], "lumo_energy_ev": [-0.24, -0.25]}

=====

{"formula": "C6H14O", "method": "wB97M-V/def2-TZVPD", "elements": ["C", "O", "C", "C", "C", "C", "C", "H", "H", "H", "H", "H", "H", "H", "H", "H", "H", "H", "H", "H", "H"], "positions_angstrom": [[-1.301, -1.745, 0.273], [-2.504, -1.026, 0.024], [-0.263, -1.570, -0.833], [-0.073, -0.026, -0.961], [0.273, 0.710, 0.343], [0.495, 2.172, -0.138], [1.636, 0.218, 0.879], [-0.893, -1.417, 1.238], [-1.538, -2.786, 0.520], [-2.610, -0.354, 0.700], [0.731, -1.899, -0.534], [-0.609, -2.006, -1.767], [-1.020, 0.392, -1.310], [0.640, 0.220, -1.743], [-0.537, 0.838, 1.063], [1.421, 2.206, -0.718], [-0.317, 2.536, -0.768], [0.554, 2.938, 0.642], [2.341, 0.057, 0.066], [2.022, 1.098, 1.387], [1.553, -0.555, 1.637]], "nbo_charge": [-0.066, -0.729, -0.433, -0.395, -0.227, -0.600, -0.628, 0.159, 0.171, 0.470, 0.209, 0.214, 0.212, 0.202, 0.198, 0.197, 0.206, 0.204, 0.212, 0.209, 0.213], "e_tot_ha": -312.2180, "max_force_ev_per_a": 2.5, "smiles": "CC(C)CCCO", "e_homo_ha": -0.3763, "lumo_energy_ev": 0.94}

=====

{"formula": "C4H4I2Si", "method": "wB97M-V/def2-TZVPD", "elements": ["C", "C", "C", "C", "Si", "I", "I", "H", "H", "H", "H"], "positions_angstrom": [[0.751, -0.908, 0.339], [0.312, -0.865, -1.135], [0.722, 0.260, 0.938], [0.401, 0.249, -1.684], [0.365, 1.627, -0.313], [-3.916, -2.442, 1.378], [-1.965, 2.530, -0.201], [1.016, -1.968, 0.680], [0.321, -1.803, -1.606], [0.870, 0.509, 1.983], [1.124, 2.813, -0.378]], "nbo_charge": [-0.145, -0.396, -0.651, -0.185, 1.087, 0.000, -0.236, 0.226, 0.225, 0.236, -0.160], "e_tot_ha": -1039.5573, "max_force_ev_per_a": 6.0, "e_homo_ha": [-0.3457, -0.3331], "lumo_energy_ev": [-0.87, -3.28]}

=====

{"formula": "C4H8O2", "method": "wB97M-V/def2-TZVPD", "elements": ["C", "C", "C", "C", "H", "H", "H", "H", "H", "H", "H", "H", "O", "O"], "positions_angstrom": [[0.128, 1.377, 0.343], [-0.871, 0.165, 0.559], [0.083, -1.111, 0.514], [-0.872, -0.783, -0.629], [0.716, 1.785, 1.256], [1.234, 0.907, -0.198], [-0.135, 2.527, -0.141], [-1.925, 0.140, 1.098], [-0.339, -1.745, 1.251], [1.753, 0.386, 0.490], [-1.561, -1.560, -0.727], [0.643, -0.777, -2.193], [1.490, -0.924, 0.314], [-0.344, -0.387, -1.937]], "nbo_charge": [-0.560, -0.316, 0.068, 0.059, 0.215, 0.161, 0.264, 0.261, 0.191, 0.428, 0.189, 0.493, -0.715, -0.739], "e_tot_ha": -307.4467, "max_force_ev_per_a": 5.3, "e_homo_ha": -0.3476, "lumo_energy_ev": 0.32}